A structure of composition C55H41Cl3CsIN4O3P2STe at a distorted geometry, computed with wB97M-V/def2-TZVPD.

Positions of all 112 atoms, in Å:
C: -5.8387 3.8903 -0.2565
C: 2.2890 -1.4414 0.2425
C: 3.3752 -4.1244 -2.9790
H: 2.8174 2.0781 -2.9619
H: 3.2776 -6.2235 -2.4880
Cl: -3.9602 -2.7629 6.1076
H: 4.5141 -3.9484 0.5695
Cl: -7.5878 5.6061 -1.5709
H: 3.3897 -3.9907 2.9593
C: -3.4012 -2.3980 -2.3369
C: 0.3111 0.0746 4.7009
C: 0.5827 4.4115 1.2737
H: -4.3726 -1.9954 -2.4709
N: 5.1772 -5.7128 -3.1676
C: 3.1434 2.1436 -1.9369
H: 1.2682 6.1380 2.4079
H: 0.8187 -0.8732 1.7030
C: 0.8725 4.9528 -0.0503
C: -0.4676 2.6592 2.7220
H: -3.9207 5.6126 1.8482
H: 1.6399 5.7381 -0.0964
H: 3.6856 0.0771 4.3119
C: 2.1140 -2.4741 2.4602
C: -4.8452 -1.2630 6.0998
H: -1.6078 -4.8993 -0.8784
C: 3.2061 1.6276 0.4472
H: 0.7556 5.2289 4.4560
C: 3.1759 -3.3007 2.1793
P: 1.6259 -0.2216 -0.9873
H: -4.4948 -0.6597 5.2108
C: 1.5569 0.3667 4.1346
H: 1.2664 -1.7283 7.4253
C: 5.6688 -3.3897 -3.4489
H: 7.0380 -5.0168 -3.7804
C: -3.0740 -3.5443 -1.6463
H: 1.1422 -0.4788 -6.1042
N: -4.6450 2.3383 1.1345
H: 4.2241 3.0763 1.7150
H: 1.5844 0.7142 3.1095
H: -8.4133 3.1851 -2.3067
C: -1.0158 -2.1165 -2.6970
H: 0.2849 -3.5968 -1.7447
C: 0.4431 4.3032 -1.1482
H: 0.7992 4.6034 -2.1685
Te: 3.5847 -1.0837 -3.7047
O: -5.6598 0.2138 -0.4050
C: -5.2211 4.9687 0.3992
C: 0.8949 5.1189 2.4753
C: 0.8787 -1.5897 -6.1818
C: 3.3072 -2.3381 -0.0846
H: -5.5520 5.9992 0.2672
O: -2.0824 -0.6131 3.5972
H: -5.9214 -1.4990 5.9685
Cs: -2.8443 -0.1162 0.7673
H: 0.0775 -3.9833 -4.0187
S: -1.2955 0.5860 4.0448
H: -3.8834 -4.0467 -1.1086
Cl: -4.6957 -0.3046 7.5883
C: -0.7250 -3.2414 -1.9382
C: 0.5689 4.6139 3.6571
N: -0.6823 2.6502 0.2133
C: -6.0612 1.3809 -0.5688
H: 1.5110 -2.5897 3.4006
C: 0.4928 -2.0646 -4.9608
C: -0.3792 3.1594 -0.9404
C: 2.6321 -0.7530 6.0014
H: 0.2769 -5.3437 -5.9202
H: 1.1639 -4.2510 -8.1826
O: -1.8770 1.2817 5.1328
C: 3.8684 -5.3991 -2.9185
H: -0.7293 2.5987 -1.7824
H: 3.4926 -1.0923 6.5597
C: 0.5995 -4.3064 -6.0142
C: -5.4580 2.5437 0.0933
C: 2.7085 -0.0213 4.8219
C: -4.0371 3.3894 1.7304
C: 4.3019 -3.0841 -3.2799
C: 1.3355 -1.0758 6.5183
C: 0.3779 -3.4814 -4.9058
H: 1.4177 -1.8768 -8.2382
C: -6.9506 4.0754 -1.0821
C: 1.1451 -2.3672 -7.3388
C: -1.7788 -3.9433 -1.4216
I: -8.1436 -0.1629 -2.1056
H: 4.2956 3.7770 -2.5893
H: 3.7269 -2.4574 -1.0882
N: -1.0343 1.4056 2.7346
C: -0.0524 3.3419 3.8391
H: -2.4276 -0.6812 -3.2757
H: 2.9938 1.0237 1.2982
C: 0.2285 -0.7302 5.8411
C: -7.1953 1.6382 -1.4246
C: 4.3215 3.6121 -0.4130
C: 1.7872 -0.8911 -2.6433
C: 3.9416 3.2543 -1.6567
H: -0.7424 -1.0529 6.1755
C: 0.9392 -3.7522 -7.2358
C: -2.3252 -1.6234 -2.8261
H: 0.0079 2.8876 4.7962
H: 6.4243 -2.6485 -3.6123
C: 3.9536 2.7847 0.6791
C: 6.0213 -4.7684 -3.5134
C: -0.2253 3.2530 1.3769
C: 2.7706 1.2476 -0.8703
C: 1.6532 -1.5555 1.5149
C: 3.6928 -3.2952 0.8686
P: 0.1597 -0.9240 -3.5181
H: 2.3994 -3.8172 -2.6856
C: -7.6011 2.9775 -1.6505
H: -3.3390 3.1121 2.5072
H: 4.8998 4.5390 -0.1751
C: -4.3354 4.7259 1.4187

energy = -5612.5556 hartree
charge = -2
relative energy (zero: lowest compared OMol25 entry of this formula, charge and spin) = 2.1668 eV

A cluster of 8 separate species, C55H42BrF3N5O30S in total at a distorted geometry, computed with wB97M-V/def2-TZVPD.

Positions of all 137 atoms, in Å:
C: -2.4436 2.8228 -0.5695
O: 0.8884 -9.6947 -0.4922
O: 6.3783 -1.0046 -1.0096
H: -8.6791 4.1939 -8.8386
C: -5.6443 3.9888 -11.1043
O: 2.4557 -5.2595 -0.5519
H: -1.8905 -6.3887 -1.5982
C: 0.8745 -0.1572 -0.7909
F: 0.3620 1.0419 -5.6812
O: 10.6789 -1.9743 0.6349
O: -3.9112 2.0652 5.9592
H: -0.4264 3.2874 -2.3529
H: -5.6719 3.6811 2.2765
C: 10.6581 2.6617 1.0060
N: -0.8388 2.5148 -2.8909
C: -0.6573 -8.0385 -1.0997
C: -2.6101 3.8888 2.8064
H: 4.2159 -1.8246 -0.1978
H: 0.2231 -3.3025 0.9592
H: -5.7926 2.0643 4.1376
O: -0.0658 -4.5429 -1.2539
C: -2.1648 -4.7908 10.4856
H: -3.1085 0.7304 7.4558
N: -3.0799 3.0748 -1.8628
H: 8.0431 3.1359 -1.6995
H: -1.3961 2.1504 -5.8292
H: 2.0181 -4.4030 -0.7486
H: -4.1664 5.3770 6.1278
H: -4.1996 0.3048 -5.6060
O: 0.2559 -4.5659 7.6180
H: -7.9981 -0.6937 3.7190
C: -6.8905 4.1084 -10.3398
H: 3.1096 0.3024 -1.2474
C: -0.9145 -6.7425 -1.2941
C: -1.5878 0.3540 -4.3524
C: 3.0577 -1.7323 -0.1671
H: -0.6331 5.1729 5.7804
C: -3.6928 4.9843 5.2381
S: -4.0479 1.5234 -4.9623
C: -4.5695 4.5289 4.1573
C: -0.9126 -4.4547 8.3076
O: -8.0395 3.7971 -8.2140
O: 0.0914 -5.4079 10.2012
O: 6.0818 -3.4706 -2.1345
C: 9.5425 -2.2913 -0.0434
C: 1.4894 -6.2062 -0.7051
H: 5.5129 -2.6798 -2.0709
H: -2.2985 -0.5952 -6.7567
C: -2.0065 -3.9427 7.7395
O: -1.6187 -8.9833 -1.2786
C: 9.4969 3.9522 -0.8398
C: 0.6940 -8.5068 -0.6781
C: -5.7903 3.1372 -8.3588
H: -2.1504 3.4774 1.9220
H: 12.9704 4.4888 2.0105
N: 2.2586 -2.7270 0.4599
C: 10.3398 4.9740 -0.6786
C: -5.3952 -1.1273 6.4442
C: -4.5516 2.9955 -9.1299
H: -5.7731 2.8044 -7.3299
H: -0.7082 -0.8046 -2.9347
O: -3.5677 -0.1283 7.5364
C: -4.5493 3.4715 -10.5429
H: 0.3561 1.9289 -0.7444
N: -0.4258 0.0597 -3.4282
H: -5.0556 -3.7462 9.9881
C: 9.5905 2.7275 0.0040
H: -5.6565 4.3358 -12.1290
C: 11.3938 4.9192 0.3403
C: 7.2316 -3.1435 -1.4777
H: 10.2812 5.8693 -1.2829
O: -4.2786 -3.3777 8.0046
C: 0.0368 -1.3068 -0.1083
C: 9.4703 -3.6451 -0.6635
N: 0.2844 1.0765 -1.3392
C: 8.5338 -1.4228 -0.1492
O: 12.5015 3.6346 2.0898
C: 1.7476 -7.5011 -0.5072
O: -7.2458 -1.9937 5.2699
O: -7.5344 0.1628 3.6339
H: -1.1859 -9.8364 -1.0758
H: 8.1930 -5.0019 -1.8058
H: -2.7475 2.9550 -10.6182
C: 0.8570 -2.4887 0.4420
O: 8.7900 1.8201 -0.1598
H: 2.7282 -7.8549 -0.2179
H: -1.9275 0.8336 -7.8738
F: -4.6746 4.6253 -2.9165
H: -0.6016 -0.4165 -7.4316
C: 7.3155 -1.7798 -0.8805
H: -1.1124 -1.2449 -0.0362
O: 12.1711 5.8383 0.5258
C: -0.3180 1.1991 -2.5298
C: -6.5590 0.1416 4.5839
H: 8.5746 -0.4366 0.2942
C: -3.2575 -4.2755 9.9181
C: 2.4073 -0.4748 -0.7701
C: -3.2563 -3.8272 8.4966
C: -6.8850 3.6577 -8.9185
C: 0.1338 -5.7371 -1.1000
C: -4.5621 -0.0968 6.6036
C: -1.4928 0.1847 -7.0380
O: -3.5358 2.5096 -8.6533
O: 8.5145 3.9876 -1.7838
C: -5.7279 1.1732 4.7460
H: -5.3204 -2.0266 7.0442
O: -2.8107 1.8963 0.2423
O: -1.5388 5.3284 6.1119
C: -1.7318 4.3687 3.8797
O: -3.3845 3.3568 -11.2400
H: -2.5295 3.3179 -3.9005
C: 11.5042 3.6822 1.1657
H: 0.8907 -4.9648 8.2455
O: 10.4165 -4.4051 -0.5632
O: -3.1781 5.4529 -1.4187
C: -2.3669 4.9105 5.1140
C: -3.9350 3.9627 2.9336
C: -4.6803 1.1346 5.7718
O: -4.4187 -4.1391 10.6164
C: -1.1047 1.0548 -5.7201
C: -3.5740 4.4462 -2.0140
C: 8.2402 -4.0106 -1.3753
C: -2.7917 1.1401 -3.6019
O: -0.5158 4.3322 3.7924
O: -5.7853 4.5953 4.2284
C: -2.3137 2.5770 -3.0350
Br: -3.7456 0.0109 -2.2804
F: -1.3644 3.6511 -0.0788
C: -6.4577 -1.0784 5.4344
H: -2.1527 -5.1219 11.5153
O: -4.7669 3.5216 1.9415
C: -0.9207 -4.9287 9.7214
H: -2.0146 -3.5972 6.7143
H: 11.2518 -2.7635 0.5656
H: 10.7258 1.7595 1.5996
O: -7.9121 4.5614 -10.8231
H: -2.0406 -0.6725 -4.6354

energy = -7923.3384 hartree
charge = +1

A structure of composition C55H42CeN6OS at a distorted geometry, computed with wB97M-V/def2-TZVPD.

Positions of all 106 atoms, in Å:
N: -0.4100 -2.8298 0.0718
C: 0.5647 1.0075 -3.2796
C: -0.9195 2.4054 1.6504
H: 5.0703 -0.7172 -3.9074
C: -0.8533 0.9986 -3.5484
H: -2.6585 7.9815 3.7898
H: -1.3721 7.1151 5.7466
H: 7.9159 2.1339 -1.0047
N: -0.5726 3.4492 0.8204
C: 2.5540 -2.4515 0.8746
C: 7.2750 1.4561 -1.5990
H: -2.7168 -5.0549 0.9766
H: 4.4199 -2.8208 2.0532
H: -2.1033 2.2544 6.0983
H: -3.4567 1.9001 3.7372
C: 2.2335 -4.8706 4.9765
H: -3.2787 -4.9415 -2.9931
C: -1.2159 6.6898 4.7449
H: -1.5956 3.2215 -7.6232
C: -5.2476 -5.5838 -2.4338
H: -0.4306 -5.2111 2.3661
C: 3.9360 -2.2624 1.2738
C: -1.6566 0.9082 4.4512
C: -2.5308 1.4759 3.3364
H: -2.6132 3.0424 -2.7894
C: 5.9843 1.1329 -1.1854
C: -1.7325 6.6127 2.4046
H: 0.8221 -3.4962 4.1386
C: 3.7032 0.0038 -1.5984
C: -0.2713 5.6737 4.6026
H: -0.6451 2.7343 5.1773
C: -1.2214 1.8809 5.5481
C: -0.6515 -4.5658 1.5384
C: -3.0477 -0.3404 -3.5564
C: 3.4873 -0.8276 -0.4583
O: -0.9146 5.5057 -0.1358
N: 1.2704 0.2141 -2.3429
C: 2.1840 -4.2325 2.6214
C: 1.6518 -3.3885 1.4800
C: -1.7003 -3.3832 -0.1124
C: -0.8293 4.8538 0.9234
Ce: 0.1643 -0.7050 -0.5477
H: 1.8237 -4.7549 5.9916
H: -2.3507 3.4683 2.5482
C: -2.6716 -3.0569 -1.1182
C: 5.1332 0.3443 -1.9987
N: -1.4041 -1.1049 -2.1634
C: -2.6062 4.1557 -5.9759
H: 3.6438 2.2555 -3.4755
H: -3.0713 4.9104 -6.6112
H: -7.2208 -6.0077 -1.6738
H: -0.0791 3.1964 -0.0385
H: -0.7832 0.3829 4.0039
C: -0.0890 5.0815 3.3445
C: -6.2443 -4.4727 -0.5574
C: -1.4494 2.1394 -4.3682
H: -5.2696 -6.3903 -3.1812
H: -2.8023 0.6451 2.6660
H: 4.5845 -6.6309 3.2893
C: -1.7433 3.1999 -6.5371
C: -1.9450 7.1648 3.6468
C: 6.9888 0.1015 -3.5737
H: 5.5093 -0.9437 0.5295
N: -1.9395 2.5435 2.5030
C: -1.8208 -4.4576 0.8318
S: 0.0065 0.9410 1.6442
H: 1.3514 2.6817 -4.5889
H: 3.7043 -5.1611 1.4345
C: 0.2877 -3.5900 1.0278
C: -1.7044 -0.0844 -3.1019
C: 5.6662 -0.1218 -3.2167
H: 5.6302 1.4681 -0.1961
C: -2.5014 -1.9609 -2.0219
C: 3.2713 -5.7745 4.7396
H: 0.6239 4.2605 3.2336
H: 8.8357 1.0930 -3.0647
C: -6.3028 -5.4298 -1.5735
H: -0.6277 1.3597 6.3047
H: -2.2730 0.1327 4.9258
H: -3.5721 0.2484 -4.3052
C: -3.5324 -1.4297 -2.8914
C: 3.2599 -5.1245 2.4299
C: 3.7612 -5.9219 3.4414
C: -5.0731 -3.7202 -0.3793
C: -3.9539 -3.8704 -1.2399
H: -4.5139 -1.8468 -3.0269
H: -5.0225 -2.9768 0.4268
C: -2.8454 4.1506 -4.6171
H: -7.0964 -4.3474 0.1210
C: 2.7510 1.6764 -3.2924
C: -0.8819 5.5067 2.2602
C: 2.6375 0.5786 -2.3558
C: 1.6740 -4.1637 3.9198
N: 2.2907 -1.5228 -0.1489
H: -2.2568 7.0136 1.5015
C: -4.0955 -4.7982 -2.2794
C: 4.4784 -1.2643 0.4953
H: 7.4024 -0.3074 -4.5088
C: 1.5417 1.9069 -3.8585
H: -3.4337 4.9334 -4.1659
C: -2.3392 3.1124 -3.8369
H: 0.2550 5.3189 5.4849
C: -1.1592 2.2452 -5.7278
H: 3.6571 -6.3829 5.5719
C: 7.7846 0.9149 -2.7759
H: -0.4701 1.5188 -6.1572

energy = -3398.0393 hartree
charge = +1
spin multiplicity = 2
<S²> = 0.769